18
Properties=species:S:1:pos:R:3:forces:R:3:lowdin_charge:R:1 method="wB97M-V/def2-TZVPD" e_tot_ha=-534.246485
C 0.7838 0.7807 0.1503 -0.5 -1.2 1.2 -0.42
C 1.5808 -0.4485 0.6092 -0.1 -0.2 -0.4 -0.08
C -1.3866 -1.1017 0.9663 0.0 0.3 0.1 0.00
C -0.5414 0.4877 -1.8630 -2.0 0.6 -1.1 -0.17
C -0.4288 -0.8896 -0.1644 1.4 1.9 0.1 -0.34
C -0.9546 -0.7164 -1.5021 0.1 0.1 -0.2 -0.01
O 0.8246 -1.4785 -0.0337 0.4 -0.4 0.3 -0.06
O 0.1788 1.4585 1.2011 -0.1 0.2 -0.1 0.04
O 1.5322 1.6160 -0.6368 -0.4 0.1 -0.3 0.05
O -0.5406 1.5874 -2.3171 0.7 -1.2 0.7 0.13
H 0.4558 2.3837 1.1802 0.1 -0.1 -0.1 0.11
H 0.9432 2.1030 -1.2516 0.3 -0.1 0.2 0.09
H 2.6019 -0.4708 0.2288 0.0 0.0 0.1 0.13
H 1.5644 -0.5480 1.6983 0.0 0.0 0.0 0.13
H -1.6895 -1.3409 -1.9977 0.2 0.1 -0.2 0.12
H -0.8985 -1.5353 1.8387 0.0 0.0 -0.1 0.09
H -1.8192 -0.1400 1.2554 0.0 -0.1 0.0 0.09
H -2.2063 -1.7475 0.6379 0.0 0.0 0.0 0.09

48
Properties=species:S:1:pos:R:3:forces:R:3:lowdin_charge:R:1 method="wB97M-V/def2-TZVPD" e_tot_ha=-907.305871 smiles="CCCN1CCC[C@@H](C(=O)c2cc(C)c(OC)c(C)c2)C1"
C 2.8049 4.3130 0.7885 0.0 -0.1 -0.2 -0.11
C 2.8497 3.1349 -0.1753 -0.1 -0.1 0.2 -0.25
C 2.0286 1.9540 0.3641 0.1 0.1 -0.1 -0.22
N 2.0007 0.7528 -0.4454 0.1 0.0 0.0 -0.22
C 3.2545 0.0190 -0.4663 0.1 0.0 0.1 -0.18
C 3.1777 -1.1696 -1.4327 -0.1 0.0 0.1 -0.16
C 1.7267 -1.5919 -1.6306 0.2 0.0 -0.1 -0.15
C 0.9840 -0.4537 -2.3378 0.0 0.0 -0.1 -0.21
C -0.5302 -0.6106 -2.3288 0.4 0.1 -0.4 -0.33
O -1.1462 -0.5006 -3.3697 0.0 0.0 0.0 0.09
C -1.2382 -0.9121 -1.0628 -0.5 -0.1 0.3 -0.13
C -2.4722 -1.5527 -1.1607 0.2 0.1 0.1 0.03
C -3.2110 -1.8765 -0.0360 0.0 0.0 0.2 -0.18
C -4.5214 -2.5934 -0.1657 0.0 0.0 0.1 -0.03
C -2.7088 -1.5221 1.2197 0.1 0.1 -0.1 -0.20
O -3.4200 -1.8552 2.3638 0.4 -0.2 -0.4 -0.12
C -4.3552 -0.8761 2.7608 -0.2 0.2 0.1 -0.07
C -1.4761 -0.8744 1.3402 -0.2 -0.1 0.2 -0.18
C -0.9380 -0.4997 2.6892 -0.1 0.0 0.0 -0.03
C -0.7480 -0.5833 0.1975 -0.3 -0.1 -0.2 0.02
C 1.4269 0.9163 -1.7625 0.0 0.0 -0.1 -0.14
H 3.2162 4.0313 1.7556 0.0 0.0 0.1 0.07
H 1.7798 4.6459 0.9367 -0.1 0.1 0.1 0.07
H 3.3836 5.1474 0.3994 0.0 0.1 0.0 0.07
H 3.8875 2.8285 -0.3206 0.0 0.0 -0.1 0.10
H 2.4500 3.4423 -1.1437 0.1 0.0 -0.1 0.10
H 2.4172 1.6708 1.3478 -0.1 0.0 0.1 0.12
H 0.9918 2.2829 0.4961 0.0 0.0 0.1 0.12
H 4.1081 0.6574 -0.7476 0.0 0.0 0.1 0.11
H 3.4288 -0.3377 0.5545 0.1 0.0 0.0 0.12
H 3.7674 -1.9985 -1.0401 0.1 0.0 -0.1 0.11
H 3.5994 -0.8929 -2.4013 0.1 0.0 0.0 0.11
H 1.6730 -2.4951 -2.2407 -0.1 0.0 0.0 0.12
H 1.2745 -1.8085 -0.6641 0.0 -0.1 0.0 0.11
H 1.2604 -0.4676 -3.3983 -0.1 0.0 0.1 0.15
H -2.8450 -1.8063 -2.1422 0.0 0.0 -0.1 0.13
H -5.3200 -1.8872 -0.3961 -0.1 0.0 0.0 0.09
H -4.7662 -3.1048 0.7621 -0.1 0.0 0.0 0.08
H -4.4756 -3.3201 -0.9733 0.0 0.0 0.0 0.08
H -4.8427 -1.2655 3.6532 0.0 0.1 0.0 0.09
H -5.1059 -0.6980 1.9837 0.0 0.0 0.0 0.09
H -3.8635 0.0733 2.9993 0.0 0.0 0.0 0.09
H 0.1459 -0.5839 2.7009 0.1 0.0 0.0 0.08
H -1.1968 0.5329 2.9270 0.0 0.1 0.1 0.09
H -1.3581 -1.1454 3.4564 0.0 0.0 0.1 0.08
H 0.2001 -0.0781 0.2956 0.2 0.0 0.0 0.10
H 2.1390 1.3780 -2.4653 -0.1 0.1 0.0 0.13
H 0.5626 1.5811 -1.6845 0.1 0.1 0.0 0.13

14
Properties=species:S:1:pos:R:3:forces:R:3:lowdin_charge:R:1 method="wB97M-V/def2-TZVPD" e_tot_ha=-307.638405 smiles="CCOCC=O"
C -1.8980 -0.5431 -0.3913 0.0 0.1 0.0 -0.07
C -0.5097 -0.0583 -0.7877 0.1 -0.4 -0.1 -0.27
O -0.1110 1.0394 0.0435 0.2 0.0 0.2 -0.14
C 1.2744 1.0775 0.4190 -0.2 0.1 -0.2 -0.16
C 1.6078 -0.2858 0.9807 0.0 -0.4 -0.2 -0.22
O 1.8429 -1.2250 0.2537 0.6 0.3 0.7 0.04
H -2.7075 0.0853 -0.7718 0.1 0.0 0.1 0.07
H -1.9758 -0.5804 0.7006 0.0 0.0 -0.2 0.08
H -2.0476 -1.5612 -0.7717 0.0 0.2 0.0 0.08
H 0.1877 -0.8837 -0.6438 -0.4 0.1 -0.3 0.08
H -0.4406 0.2105 -1.8511 -0.1 0.2 0.2 0.13
H 1.3827 1.8552 1.1864 -0.2 -0.2 -0.3 0.12
H 1.9284 1.3138 -0.4328 -0.1 -0.1 0.1 0.13
H 1.4663 -0.4441 2.0664 0.1 0.1 0.0 0.13

101
Properties=species:S:1:pos:R:3:forces:R:3:lowdin_charge:R:1 method="wB97M-V/def2-TZVPD" e_tot_ha=-3270.438103 charge=-1
Ca -0.0315 1.0064 -0.5392 -2.1 0.6 -0.9 0.72
C -4.2832 2.1575 2.4143 0.2 0.1 -0.1 -0.11
C -3.2803 2.2390 1.2680 0.2 -0.1 -0.2 -0.53
C -3.8117 1.4234 0.0885 0.1 0.1 0.0 -0.15
P -1.5326 1.6273 1.5826 -1.1 1.0 1.4 0.99
C -0.8074 2.8035 2.8642 0.1 -0.2 -0.3 -0.52
C 0.6710 2.4251 2.9605 0.0 0.1 -0.1 -0.13
C -1.3570 2.9729 4.2783 -0.1 0.0 -0.2 -0.12
C -1.8532 -0.0099 2.2813 0.3 0.0 -0.2 -0.30
C -2.3525 -0.2293 3.5567 0.0 -0.3 0.2 -0.08
C -2.7177 -1.4898 3.9974 -0.2 0.0 0.2 -0.30
C -3.1580 -1.7465 5.4086 0.1 0.0 0.0 -0.07
C -2.6873 -2.5298 3.0738 0.0 0.1 0.1 -0.06
C -2.2203 -2.3390 1.8004 0.0 0.0 -0.2 -0.04
C -1.6762 -1.1001 1.3800 -0.5 -0.2 0.8 -0.33
N -1.1085 -0.9160 0.1697 0.0 0.4 0.0 -0.11
C -0.6469 -1.9788 -0.5432 0.1 -0.7 -0.6 -0.34
C -0.1248 -3.1549 0.0330 0.2 0.1 0.1 -0.06
C 0.2929 -4.2160 -0.7306 -0.1 0.0 0.0 -0.05
C 0.1990 -4.1883 -2.1186 0.0 0.0 -0.2 -0.29
C 0.6099 -5.3654 -2.9533 0.1 0.1 0.0 -0.06
C -0.2308 -3.0117 -2.7069 0.0 -0.3 0.2 -0.08
C -0.6194 -1.9106 -1.9573 0.1 0.1 0.3 -0.33
P -1.0234 -0.3214 -2.7323 -0.4 -0.9 -1.6 1.03
C -2.5199 -0.8686 -3.7437 0.0 0.3 0.3 -0.54
C -3.1372 0.2998 -4.5082 0.1 -0.1 0.0 -0.12
C -3.5582 -1.4661 -2.7958 0.2 -0.1 0.0 -0.12
C 0.3065 -0.2395 -4.0591 -0.1 0.0 0.0 -0.54
C 1.6726 -0.5593 -3.4520 -0.1 -0.2 -0.1 -0.11
C 0.3599 1.1667 -4.6566 -0.2 0.0 0.0 -0.14
H -5.2733 2.4132 2.0368 -0.1 0.0 0.0 0.07
H -4.3266 1.1456 2.8146 -0.1 0.0 0.0 0.07
H -4.0469 2.8490 3.2175 0.0 0.0 0.1 0.05
H -3.1676 3.2845 0.9477 0.1 -0.2 0.0 0.09
H -3.8980 0.3714 0.3666 0.0 -0.1 0.0 0.07
H -4.8001 1.7882 -0.1961 -0.1 0.0 -0.1 0.08
H -3.1498 1.5060 -0.7752 0.0 0.0 -0.1 0.01
H -0.8905 3.7759 2.3518 0.0 -0.2 -0.1 0.11
H 0.7687 1.4898 3.5117 0.1 -0.1 0.1 0.06
H 1.1192 2.2846 1.9761 0.1 0.0 0.0 0.04
H 1.2348 3.1938 3.4872 0.1 0.0 0.1 0.08
H -1.1686 2.0863 4.8782 0.0 -0.1 0.1 0.06
H -0.8407 3.8070 4.7558 0.1 0.0 0.1 0.07
H -2.4196 3.1940 4.2919 -0.1 0.0 0.1 0.05
H -2.4621 0.6080 4.2303 0.0 0.0 0.0 0.09
H -3.5817 -0.8532 5.8629 0.0 0.1 0.1 0.07
H -3.9059 -2.5390 5.4336 -0.1 0.0 0.1 0.07
H -2.3088 -2.0682 6.0179 -0.1 0.0 0.1 0.07
H -3.0455 -3.5088 3.3661 -0.1 -0.1 0.0 0.11
H -2.2587 -3.1599 1.0958 0.0 0.0 0.1 0.11
H -0.0185 -3.2005 1.1081 0.0 0.0 0.0 0.10
H 0.7022 -5.0910 -0.2421 0.0 -0.1 0.0 0.11
H 0.5914 -6.2816 -2.3647 0.0 -0.1 0.0 0.07
H -0.0596 -5.4838 -3.8046 0.0 -0.1 -0.1 0.07
H 1.6236 -5.2246 -3.3341 0.0 -0.1 -0.1 0.08
H -0.2677 -2.9565 -3.7875 0.0 0.0 -0.1 0.11
H -2.1919 -1.6432 -4.4534 0.1 0.1 0.2 0.10
H -3.3779 1.1088 -3.8183 0.0 0.1 0.0 0.08
H -2.4600 0.6830 -5.2683 0.0 0.1 0.0 0.05
H -4.0568 -0.0158 -5.0058 0.0 0.0 0.0 0.07
H -3.8818 -0.7159 -2.0734 -0.1 0.0 0.1 0.07
H -4.4320 -1.8069 -3.3554 0.0 0.0 0.0 0.07
H -3.1440 -2.3156 -2.2533 -0.1 0.0 0.1 0.07
H 0.0704 -0.9579 -4.8563 0.0 0.0 0.1 0.10
H 1.8539 0.0778 -2.5828 0.2 0.0 0.0 0.05
H 1.7435 -1.5994 -3.1315 0.1 0.1 0.0 0.06
H 2.4583 -0.3692 -4.1861 0.1 0.1 0.0 0.08
H 0.7915 1.8508 -3.9293 -0.1 0.2 0.0 0.03
H 0.9849 1.1848 -5.5498 0.1 -0.1 -0.1 0.08
H -0.6266 1.5463 -4.9209 0.1 0.1 0.0 0.05
I -0.8746 3.5914 -1.6811 -0.2 0.5 -0.2 -0.09
C 3.1511 -2.5725 0.6565 -0.2 0.1 0.0 -0.06
C 2.5505 -1.2482 1.1348 0.1 -0.1 0.1 -0.37
C 2.1566 -1.3479 2.6086 -0.1 0.1 -0.2 -0.04
C 3.5196 -0.1172 0.8819 -0.4 0.1 -0.3 -0.14
C 4.8051 -0.2038 1.3814 0.2 0.1 0.0 -0.07
C 5.7508 0.7627 1.0995 0.2 0.0 0.1 -0.11
C 5.3830 1.8369 0.3102 0.2 0.0 0.1 -0.07
C 4.0993 1.9838 -0.1818 -0.2 0.1 -0.1 -0.14
C 3.7825 3.2476 -0.9500 -0.2 0.0 0.0 -0.37
C 2.8682 4.1399 -0.1076 0.1 0.0 -0.1 -0.07
C 3.1692 2.9722 -2.3213 0.1 0.1 0.1 -0.08
C 3.1124 0.9977 0.0995 1.6 -0.2 0.5 -0.30
O 1.8918 1.0916 -0.3310 2.1 0.2 0.2 -0.41
H 2.4412 -3.3851 0.7878 0.0 -0.1 0.0 0.05
H 4.0534 -2.8124 1.2160 0.1 0.0 0.0 0.07
H 3.4105 -2.5056 -0.3983 0.0 -0.1 -0.1 0.09
H 1.6470 -1.0481 0.5501 0.1 -0.1 0.1 0.10
H 3.0182 -1.6074 3.2224 0.1 0.0 0.1 0.07
H 1.3924 -2.1105 2.7490 -0.1 -0.1 0.1 0.07
H 1.7589 -0.4000 2.9631 0.0 0.1 0.1 0.06
H 5.0826 -1.0462 2.0023 0.0 -0.1 0.0 0.10
H 6.7575 0.6759 1.4836 0.1 0.0 0.0 0.09
H 6.1201 2.5970 0.0705 0.0 0.0 0.0 0.10
H 4.7281 3.7889 -1.1078 -0.1 -0.1 0.1 0.12
H 1.9584 3.6000 0.1503 -0.1 0.1 -0.1 0.03
H 2.5943 5.0419 -0.6564 -0.1 0.0 0.0 0.07
H 3.3726 4.4220 0.8142 0.0 0.1 0.1 0.08
H 2.2476 2.4106 -2.1977 0.0 0.1 -0.1 0.02
H 3.8549 2.3966 -2.9413 0.1 -0.1 -0.1 0.08
H 2.9418 3.9098 -2.8298 -0.1 0.0 -0.1 0.08

7
Properties=species:S:1:pos:R:3:forces:R:3:lowdin_charge:R:1 method="wB97M-V/def2-TZVPD" e_tot_ha=-3024.985771
C 1.9518 -0.3295 -0.5708 0.1 0.2 -0.4 -0.11
C -1.4473 0.1874 0.1055 -0.1 0.0 0.0 -0.95
O -0.5555 -0.5496 0.2852 -0.1 -0.1 0.2 0.06
F 2.0872 0.7442 0.1619 0.1 -0.3 0.1 0.05
F 2.5417 -1.2796 0.0915 0.0 0.1 0.2 0.07
F -1.3119 1.4959 -0.0259 0.1 0.2 0.0 0.06
Br -3.2660 -0.2688 -0.0474 -0.2 -0.1 0.0 0.82

15
Properties=species:S:1:pos:R:3:forces:R:3:lowdin_charge:R:1 method="wB97M-V/def2-TZVPD" e_tot_ha=-1826.601262 smiles="C=C(CCl)[SiH2]C(Cl)Cl"
C 1.2490 -0.8067 0.5653 -2.6 -0.3 1.8 0.00
C 0.3946 0.0306 -0.0666 1.6 0.2 -2.6 -0.45
C 1.1594 0.9131 -1.2195 -1.0 -1.7 0.4 -0.63
Cl 0.9413 2.5852 -0.7626 0.3 1.0 0.2 0.56
Si -1.4415 0.4073 0.0484 -1.1 -3.3 2.2 0.64
C -2.0239 -0.7967 1.6739 1.0 1.9 -2.6 -1.30
Cl -2.1954 -2.3318 0.8526 -0.1 -1.1 0.3 0.49
Cl -3.4939 -0.2132 2.4046 -0.5 0.1 0.3 0.51
H 0.9652 -1.5195 1.4137 -0.1 1.1 -1.3 0.08
H 2.3026 -0.7633 0.4784 1.0 0.1 -0.7 0.04
H 2.1540 0.5182 -1.0621 0.6 0.8 -0.5 0.04
H 0.9068 0.8913 -2.3392 -0.1 -0.7 1.9 0.09
H -2.4050 -0.1582 -1.0287 1.0 0.8 0.6 0.00
H -1.7416 1.6412 0.6753 -0.1 1.4 -0.2 -0.06
H -1.2443 -0.8086 2.4156 0.1 -0.4 0.3 0.00

| no. | Kohn-Sham gap (eV) |
| --- | --- |
| 1 | 9.1 |
| 2 | 9.1 |
| 3 | 10.3 |
| 4 | 6.7 |
| 5 | 11.2 |
| 6 | 9.9 |